C24H34MnN3O10 as an isolated structure at a distorted geometry. Source: the Open Molecules 2025 dataset; level of theory: wB97M-V/def2-TZVPD.

```
72
Properties=species:S:1:pos:R:3:lowdin_spin:R:1
H 2.677 1.782 2.270 0.000
H -0.507 4.537 1.168 0.000
H -1.285 -1.820 -0.482 0.000
H 1.405 -6.508 1.951 0.000
C -3.609 0.045 -3.150 0.000
O 1.743 -2.744 -0.989 0.038
C -0.231 4.631 -1.857 0.000
C 3.171 0.376 -0.337 0.008
H 0.202 5.526 -1.443 0.000
N -2.030 -2.236 0.054 0.001
H -2.423 2.632 -3.350 0.000
C -1.464 4.486 -2.537 0.000
H 2.666 0.085 2.606 0.000
H -3.030 -0.192 -6.366 0.000
H 0.056 2.759 2.204 0.000
C -1.420 3.948 1.183 0.000
H 1.103 -3.943 2.595 0.000
H 5.163 2.283 2.815 0.000
C -3.925 -3.242 0.568 0.000
H -2.182 1.094 1.001 0.000
H -0.460 1.459 -2.309 0.000
C -1.020 2.686 2.003 0.000
C -3.232 -2.646 -0.461 0.000
H 4.090 -3.975 2.033 0.000
C -2.988 -0.154 -5.288 0.000
C 2.053 -3.189 0.086 0.006
N -0.573 2.463 -2.299 0.000
H -3.505 -2.485 -1.489 0.000
H 3.097 -2.825 2.929 0.000
C -2.526 3.873 3.196 0.000
H 2.313 -6.029 3.338 0.000
C 2.213 -5.853 2.264 0.000
O -1.799 2.723 3.169 0.000
C -4.075 0.179 -4.445 0.000
C 5.351 1.901 1.814 0.000
H 4.970 -0.220 1.849 0.000
C 4.492 0.689 1.490 0.001
H 5.237 2.680 1.061 0.000
H -2.119 5.275 -2.872 0.000
H -5.095 0.403 -4.703 0.000
C 3.122 -3.476 2.056 0.000
H -0.053 -0.208 -0.692 0.008
H 3.172 -6.075 1.801 0.000
O -2.387 4.541 2.051 0.000
C -1.161 1.365 1.281 0.000
Mn 1.529 -1.218 -2.562 4.755
C -3.161 -3.129 1.749 0.000
H 1.142 3.054 -1.159 0.000
N -2.299 -0.318 -3.196 0.001
O 2.847 0.147 -1.484 0.040
C 3.007 0.821 1.877 0.000
O -0.004 -0.485 -1.608 0.129
H 6.405 1.616 1.777 0.000
H -4.125 0.198 -2.216 0.000
O 1.476 -4.244 0.621 0.002
C -1.672 3.140 -2.766 0.000
O 2.303 0.588 0.643 0.002
C 0.263 3.365 -1.708 0.000
O 3.001 -2.672 0.862 0.001
C 1.900 -4.392 2.003 0.000
H -1.642 -0.393 -2.423 0.000
H -4.932 -3.610 0.448 0.000
H -0.908 -0.762 -4.773 0.002
C -1.913 -0.474 -4.505 0.002
O -3.203 4.201 4.112 0.000
O 4.404 0.558 0.053 0.003
H -0.754 0.524 1.851 0.000
C -1.974 -2.531 1.385 0.000
H -0.587 1.373 0.349 0.000
H -1.093 -2.286 1.957 0.000
H -1.824 3.773 0.192 0.000
H -3.382 -3.444 2.754 0.000
```

## Properties
net charge: +1
molar mass: 579.48 g/mol
frontier orbital gap (spin up / spin down): 5.2 / 5.2 eV
E_tot: -81699.2146 eV
2S+1: 6


A 6-piece molecular cluster, C24H34N2O12 overall at a distorted geometry. Source: the Open Molecules 2025 dataset; level of theory: wB97M-V/def2-TZVPD.

```
72
Properties=species:S:1:pos:R:3:lowdin_spin:R:1
O 3.387 3.905 -2.095 0.000
O 2.548 5.070 -0.267 0.000
H -0.548 -6.803 0.453 0.000
C 1.793 -3.580 3.271 0.000
H -1.244 -6.358 2.930 0.000
C 3.521 2.250 -3.775 0.000
H -1.142 -1.133 -0.338 0.012
H -1.957 -7.886 0.546 0.000
C 0.381 2.992 1.602 0.000
C 3.860 -2.899 2.857 0.000
H -2.556 1.458 2.533 0.000
C 2.280 -4.373 2.259 0.000
H 0.992 4.436 -3.987 0.000
H -3.026 -6.610 3.016 0.000
C 1.451 3.746 -3.279 0.000
H 0.813 -3.551 3.725 0.000
O -1.912 -2.641 2.171 0.000
H 4.257 -4.319 1.225 0.000
H 0.224 1.054 2.167 0.000
H 1.302 2.589 1.182 0.000
H 0.983 2.774 -3.437 0.000
C -2.577 2.719 -2.784 0.000
C 2.001 -1.046 0.125 0.335
H -1.889 2.318 -3.528 0.000
O -3.585 5.758 -4.151 0.000
H -1.806 -6.710 -0.758 0.000
H -3.413 -5.959 0.861 0.000
C -0.089 -0.944 -0.485 0.356
H 2.679 0.690 -1.188 0.001
H -4.604 2.139 -2.160 0.000
O -4.545 3.687 -3.524 0.000
C -2.362 -5.836 1.123 0.000
C -1.626 -6.876 0.304 0.000
H 4.585 2.321 -3.551 0.000
C 3.000 3.643 -3.316 0.000
N 2.768 -2.670 3.681 0.001
O 0.050 4.278 4.692 0.000
C 0.028 3.583 3.683 0.000
H 2.598 -1.929 4.346 0.000
O -2.494 4.110 -2.897 0.000
O -2.270 -4.620 3.092 0.000
N 0.778 -1.599 0.353 0.037
C -3.535 4.663 -3.504 0.000
H 3.314 4.497 -3.917 0.000
C -4.031 2.474 -3.025 0.000
H 2.930 1.524 -3.217 0.000
H -4.084 1.616 -3.694 0.000
C 3.538 -3.928 1.929 0.000
H -2.813 3.081 -0.684 0.000
C 2.469 4.577 -1.402 0.000
C 1.960 -0.043 -0.856 0.113
C -2.183 2.473 -1.332 0.001
H 4.711 -2.241 2.943 0.000
C 0.664 -0.068 -1.300 0.124
H 0.561 -2.123 1.189 -0.002
O 0.491 4.019 2.478 0.000
H -1.122 2.623 -1.130 0.000
H 1.799 -5.239 1.829 0.000
H -2.380 1.439 -1.051 0.000
O 1.286 4.411 -2.064 0.000
H -0.186 3.363 0.748 0.000
H -2.115 2.316 1.036 0.000
C -0.432 1.918 2.269 0.000
H 3.617 2.175 -4.859 0.000
H 2.849 -1.380 0.704 0.012
O -1.969 -4.528 0.917 0.000
H -1.650 0.547 1.332 0.003
O -0.473 2.319 3.571 0.000
C -1.809 1.544 1.743 0.004
C -2.224 -5.960 2.666 0.000
C -2.083 -3.826 2.073 0.000
H 0.266 0.577 -2.070 0.002
```

## Properties
net charge: +1
molar mass: 542.54 g/mol
frontier orbital gap (spin up / spin down): 8.0 / 4.1 eV
E_tot: -52979.3745 eV
2S+1: 2


One molecule with the formula C24H34N2O2. Source: the Open Molecules 2025 dataset; level of theory: wB97M-V/def2-TZVPD.

```
62
Properties=species:S:1:pos:R:3:nbo_charge:R:1
C 0.346 2.752 0.319 0.369
N 2.357 0.432 -0.438 -0.641
H -4.594 0.743 1.854 0.251
C 3.835 -0.449 1.310 -0.629
H -1.131 0.593 0.611 0.421
C 3.377 -0.571 -0.144 0.131
H -0.381 -1.981 1.002 0.203
C 0.469 -1.518 0.502 -0.613
C 2.647 1.817 -0.104 -0.236
C 1.482 2.683 -0.500 -0.091
O 0.370 1.974 1.448 -0.518
H 2.258 -2.291 2.387 0.208
H 0.148 -1.159 -0.472 0.197
H 2.381 3.368 -2.304 0.210
H -6.014 -2.455 -2.381 0.213
H 4.341 -0.516 -2.101 0.203
C -3.130 0.200 0.391 0.123
O -3.003 2.084 2.654 -0.612
H 1.821 -4.470 -0.649 0.205
C 2.007 -3.086 1.695 -0.611
H 0.811 -0.669 1.083 0.226
C -6.378 -1.736 -1.651 -0.624
H 4.361 -1.351 1.609 0.217
C -0.624 2.169 2.423 -0.163
H -1.596 3.639 0.584 0.225
C 1.048 -3.720 -0.495 -0.600
H -0.298 1.583 3.288 0.222
H 2.479 -1.924 -1.517 0.197
C -2.911 -0.461 -0.814 -0.179
H 0.479 4.794 -2.954 0.214
H 5.065 0.574 -0.916 0.205
H -7.027 -2.249 -0.944 0.217
C -3.954 -1.088 -1.466 -0.221
H 3.599 -2.688 -0.402 0.205
H 4.516 0.391 1.425 0.210
H 2.780 1.884 0.978 0.212
C -0.719 3.569 -0.040 -0.311
H 2.864 -3.750 1.602 0.203
N -2.035 0.807 1.018 -0.608
H 1.186 -3.656 2.127 0.208
C 0.440 4.225 -2.037 -0.240
C 1.591 -2.540 0.326 -0.034
H -3.766 -1.598 -2.400 0.208
H 2.113 0.373 -1.422 0.355
H -1.919 -0.478 -1.242 0.201
C 1.506 3.419 -1.672 -0.186
C 2.784 -1.963 -0.467 -0.388
H 2.986 -0.294 1.968 0.214
C -5.239 -1.071 -0.939 -0.032
H 0.214 -4.191 0.022 0.208
H 3.555 2.204 -0.596 0.170
C 4.616 -0.407 -1.053 -0.624
H -6.440 -0.375 0.687 0.209
C -4.413 0.227 0.926 -0.225
H -0.694 3.220 2.730 0.208
C -5.448 -0.402 0.261 -0.197
H -6.978 -0.991 -2.175 0.219
H 0.696 -3.387 -1.469 0.202
C -2.034 1.687 2.043 0.651
H 5.366 -1.156 -0.814 0.210
H -1.503 4.929 -1.481 0.216
C -0.667 4.301 -1.215 -0.180
```

## Properties
net charge: 0
structure (SMILES): Cc1ccc(NC(=O)COc2ccccc2CNC(C)(C)CC(C)(C)C)cc1
molar mass: 382.55 g/mol
frontier orbital gap: 8.9 eV
E_tot: -32515.9963 eV
relative energy (zero: lowest compared OMol25 entry of this formula, charge and spin): 52.43 kJ/mol


C24H34N2O5ReS as an isolated structure at a distorted geometry. Source: the Open Molecules 2025 dataset; level of theory: wB97M-V/def2-TZVPD.

```
67
Properties=species:S:1:pos:R:3:lowdin_spin:R:1
C -2.026 -0.167 -2.238 0.001
H -1.750 -1.697 -3.777 0.000
H -2.770 0.981 -0.545 0.004
C -0.164 4.628 2.324 -0.001
O 2.436 0.755 4.375 0.009
C -3.143 0.255 -1.263 0.006
H -0.567 -2.772 2.029 0.001
C 1.708 0.992 3.334 0.016
N -1.325 -0.288 2.310 0.062
H 0.294 -3.945 1.008 0.000
H -3.312 -0.882 -3.808 0.000
C -1.099 -3.843 -1.203 -0.001
Re -0.027 0.204 0.965 2.499
H 2.409 1.426 5.071 0.000
H 3.384 -0.951 1.004 0.000
C -0.292 3.440 1.623 0.009
H 2.888 1.459 0.176 0.003
C 0.508 -0.063 -1.816 -0.027
N 0.271 2.301 2.019 0.017
C 0.823 -1.497 -0.094 -0.019
H 2.762 1.781 -1.566 0.000
C 1.045 2.308 3.103 0.007
H 3.044 -0.080 -3.230 0.000
H -1.062 0.748 -3.979 0.000
O -0.886 2.291 -0.329 0.075
H 1.875 3.449 4.737 0.000
H -0.639 5.527 1.957 0.000
H 0.685 0.636 -2.618 -0.001
C -1.318 -2.869 -0.031 0.002
C 3.730 -1.163 -0.009 0.000
O -1.695 4.359 -0.031 0.008
H -3.203 -3.621 0.684 0.000
H 3.208 -1.760 -2.692 0.000
H 0.727 5.528 4.057 0.000
C -0.677 -3.498 1.222 0.001
H -2.120 4.256 -0.897 0.000
C -2.813 -2.699 0.255 0.000
H -1.544 -3.477 -2.126 0.000
H 1.354 -2.260 0.452 0.005
H -3.951 0.713 -1.834 0.001
H -1.316 -4.303 1.579 0.000
H -3.557 -0.584 -0.714 0.000
C 2.978 -0.338 -1.056 0.002
S -1.645 -0.199 3.792 0.121
O 1.627 0.132 2.457 0.045
C 1.497 -0.586 -0.998 -0.002
C 3.469 -0.727 -2.462 0.001
C 0.607 4.623 3.476 0.008
H -1.280 1.859 -2.608 0.000
C 3.248 1.158 -0.814 0.005
O -0.685 0.550 4.601 0.146
H -2.978 -1.895 0.973 0.001
H 4.554 -0.635 -2.501 0.000
H -3.003 -2.109 -2.588 0.000
H -3.386 -2.508 -0.649 0.000
H -0.033 -4.002 -1.379 0.000
C -1.004 3.312 0.323 0.012
C -0.580 -1.579 -0.421 -0.013
H 3.625 -2.233 -0.200 0.000
H 4.792 -0.929 -0.059 0.000
H -1.552 -4.805 -0.962 0.000
C 1.240 3.452 3.861 -0.001
C -0.780 -0.613 -1.502 -0.006
C -2.549 -1.298 -3.151 -0.001
H -2.654 1.377 -3.603 0.000
C -1.723 1.030 -3.158 0.000
H 4.321 1.346 -0.856 0.000
```

## Properties
net charge: +2
molar mass: 648.82 g/mol
frontier orbital gap (spin up / spin down): 7.4 / 7.0 eV
E_tot: -51607.5092 eV
2S+1: 4
relative energy (zero: lowest compared OMol25 entry of this formula, charge and spin): 111.95 kJ/mol